Entry from OMol25: a gas-phase ion, C31H28F2N (charge +1) (ωB97M-V with the def2-TZVPD basis set).

Geometry (Å):
F  3.33  -2.07  4.51
C  2.83  -1.17  3.59
C  3.69  -0.17  3.12
C  3.22  0.70  2.13
C  1.94  0.55  1.63
C  1.10  -0.50  1.99
C  -0.06  -0.86  1.15
C  -0.99  -1.85  1.75
C  -1.40  -2.95  0.98
C  -2.35  -3.84  1.44
C  -2.83  -3.76  2.76
C  -2.37  -2.71  3.55
F  -2.73  -2.70  4.89
C  -1.46  -1.75  3.09
C  1.53  -1.32  3.10
H  4.69  -0.07  3.52
H  3.86  1.47  1.71
H  1.54  1.18  0.85
H  0.27  -1.25  0.00
H  -1.01  -3.02  -0.03
H  -2.70  -4.62  0.77
H  -3.46  -4.54  3.16
H  -1.13  -0.95  3.78
H  0.93  -2.16  3.49
C  -3.42  -2.13  -2.51
C  -2.23  -1.65  -3.07
C  -1.50  -0.68  -2.37
C  -1.81  -0.37  -1.04
C  -0.72  0.19  -0.08
C  0.19  1.14  -0.80
N  0.02  2.48  -0.80
C  -1.24  3.14  -0.37
C  -1.00  4.65  -0.50
C  0.52  4.84  -0.49
C  1.13  3.48  -0.89
C  1.25  0.55  -1.64
C  1.89  -0.70  -1.37
C  2.93  -1.19  -2.15
C  3.42  -0.45  -3.23
C  2.82  0.78  -3.52
C  1.70  1.22  -2.80
C  -3.05  -0.75  -0.55
C  -3.81  -1.70  -1.25
H  -4.12  -2.76  -3.09
H  -1.94  -1.97  -4.07
H  -0.60  -0.27  -2.86
H  -1.08  0.62  0.86
H  -2.08  2.77  -0.98
H  -1.45  2.86  0.68
H  -1.43  5.00  -1.45
H  -1.50  5.20  0.31
H  0.84  5.65  -1.16
H  0.85  5.10  0.52
H  1.97  3.23  -0.23
H  1.55  3.55  -1.90
H  1.59  -1.40  -0.59
H  3.33  -2.17  -1.87
H  4.26  -0.85  -3.81
H  3.21  1.39  -4.33
H  1.11  2.06  -3.19
H  -3.29  -0.43  0.47
H  -4.75  -2.03  -0.79

- E_LUMO (eV) = -4.59
- charge = +1
- structure (SMILES) = Fc1cccc(C(c2cccc(F)c2)[C@@H](C(c2ccccc2)=[N+]2CCCC2)c2ccccc2)c1
- energy relative to the best compared isomer or geometry (same formula, charge and spin) (eV) = 1.9632
- E_tot (a.u.) = -1452.20595
- spin multiplicity = 1

Atomic partial charges in e from the Mulliken method, atoms 1 to 5:
1. F -0.320
2. C 0.146
3. C -0.728
4. C -0.811
5. C 0.489


Entry from OMol25: a molecular structure, C31H28F6NO4ReSSb2 (ωB97M-V with the def2-TZVPD basis set).

Geometry (Å):
Re  -0.43  0.01  0.37
C  -1.16  -3.99  0.27
Sb  -0.76  -2.31  -0.95
C  -2.19  -2.30  -2.51
C  0.89  -3.27  -1.92
C  1.53  -2.61  -3.10
C  1.03  -2.87  -4.37
C  1.62  -2.32  -5.50
C  2.74  -1.52  -5.37
C  3.25  -1.26  -4.11
C  2.65  -1.79  -2.96
C  3.22  -1.45  -1.62
Sb  2.11  0.12  -0.67
C  2.24  1.52  -2.25
C  3.55  0.84  0.71
H  -1.76  -4.70  -0.30
H  -1.69  -3.70  1.17
H  -0.21  -4.44  0.53
H  -2.71  -3.25  -2.54
H  -1.69  -2.12  -3.45
H  -2.91  -1.50  -2.32
H  0.45  -4.23  -2.21
H  1.61  -3.49  -1.12
H  0.18  -3.53  -4.48
H  1.22  -2.54  -6.48
H  3.22  -1.10  -6.24
H  4.13  -0.65  -4.00
H  4.23  -1.03  -1.71
H  3.29  -2.30  -0.95
H  3.21  2.01  -2.20
H  1.44  2.26  -2.18
H  2.16  0.98  -3.19
H  4.17  1.57  0.21
H  4.15  0.00  1.05
H  3.05  1.30  1.56
F  -7.46  -1.85  2.43
C  -6.34  -1.31  1.96
C  -5.36  -2.10  1.40
F  -5.52  -3.41  1.31
C  -4.20  -1.51  0.92
F  -3.29  -2.32  0.35
C  -3.98  -0.15  0.98
S  -2.57  0.76  0.40
C  -4.99  0.63  1.54
F  -4.85  1.95  1.63
C  -6.16  0.07  2.04
F  -7.10  0.84  2.58
O  0.32  1.63  1.57
C  0.17  2.51  0.65
O  -0.29  2.09  -0.45
C  0.56  3.91  0.87
C  1.00  4.32  2.12
C  1.38  5.63  2.32
C  1.31  6.50  1.25
C  0.86  6.12  -0.01
C  0.48  4.81  -0.19
N  1.72  7.90  1.45
O  1.69  8.62  0.48
O  2.05  8.22  2.56
H  1.05  3.60  2.93
H  1.73  5.99  3.28
H  0.82  6.85  -0.80
H  0.11  4.47  -1.15
F  0.52  -3.08  5.61
C  0.28  -2.45  4.45
C  1.09  -2.74  3.37
C  0.83  -2.07  2.17
C  -0.21  -1.14  2.04
C  -0.98  -0.88  3.19
C  -0.75  -1.53  4.38
H  1.88  -3.46  3.47
H  1.47  -2.29  1.32
H  -1.79  -0.15  3.14
H  -1.35  -1.33  5.26

- E_LUMO (spin up / spin down) (eV) = -5.64 / -5.35
- charge = +1
- expectation value of S² = 0.762
- energy relative to the best compared isomer or geometry (same formula, charge and spin) (eV) = 1.1208
- E_tot (a.u.) = -3109.56122
- spin multiplicity = 2

Atomic partial charges in e from the Mulliken method, atoms 1 to 5:
1. Re 0.708
2. C -1.400
3. Sb 0.807
4. C -1.337
5. C -1.360


Entry from OMol25: a molecular structure, C31H28F9IrN4O2PSe (ωB97M-V with the def2-TZVPD basis set).

Geometry (Å):
Ir  -1.32  -0.31  -1.46
F  6.58  -1.32  -2.96
C  6.39  -0.27  -2.16
F  7.18  -0.39  -1.09
F  6.73  0.84  -2.82
C  4.94  -0.18  -1.71
C  3.97  -1.01  -2.26
C  2.66  -0.91  -1.84
C  2.29  0.03  -0.88
C  3.27  0.88  -0.34
C  4.59  0.77  -0.76
P  0.64  0.11  -0.17
C  0.61  -0.96  1.29
C  -0.60  -1.49  1.74
C  -0.61  -2.39  2.79
C  0.59  -2.76  3.39
C  1.79  -2.22  2.97
C  1.80  -1.31  1.91
C  0.56  -3.85  4.45
F  -0.43  -3.64  5.32
F  1.71  -3.93  5.10
F  0.34  -5.04  3.84
C  0.42  1.84  0.33
C  0.63  2.76  -0.62
C  0.02  4.09  -0.57
C  -0.90  4.30  0.64
C  -0.69  3.39  1.82
C  -0.11  2.21  1.65
C  -0.97  5.76  1.12
F  0.18  6.08  1.71
F  -1.17  6.59  0.09
F  -1.97  5.91  1.98
H  4.26  -1.74  -3.01
H  1.92  -1.57  -2.28
H  3.03  1.61  0.41
H  5.35  1.42  -0.34
H  -1.54  -1.22  1.27
H  -1.54  -2.80  3.15
H  2.72  -2.50  3.45
H  2.75  -0.91  1.58
H  1.12  2.49  -1.56
H  0.64  4.92  -0.89
H  -1.03  3.73  2.79
H  0.03  1.53  2.48
O  -3.36  -0.58  -1.95
O  -3.42  -0.59  -0.67
C  -1.41  5.16  -2.63
C  -1.34  4.05  -1.61
C  -2.15  3.98  -0.29
C  -2.51  2.55  -0.22
N  -2.09  1.88  -1.29
N  -1.54  2.77  -2.14
C  -3.26  1.93  0.88
H  -1.20  6.12  -2.16
H  -2.40  5.20  -3.07
H  -0.67  4.99  -3.41
H  -2.99  4.67  -0.18
H  -1.44  2.50  -3.12
H  -3.24  2.57  1.76
H  -2.89  0.94  1.13
H  -4.30  1.84  0.55
C  0.73  -4.37  0.06
N  -0.71  -4.44  -0.22
C  -1.56  -5.33  0.38
C  -2.79  -5.13  -0.15
N  -2.68  -4.11  -1.07
C  -3.78  -3.67  -1.93
C  -1.40  -3.69  -1.08
Se  -0.60  -2.34  -2.20
H  1.01  -5.26  0.61
H  0.94  -3.48  0.65
H  1.28  -4.35  -0.88
H  -1.22  -6.04  1.12
H  -3.73  -5.63  0.02
H  -4.25  -4.55  -2.35
H  -3.38  -3.06  -2.74
H  -4.49  -3.10  -1.34

- E_LUMO (spin up / spin down) (eV) = -9.50 / -11.90
- charge = +3
- expectation value of S² = 6.042
- E_tot (a.u.) = -5312.39030
- spin multiplicity = 5

Atomic partial charges in e from the Mulliken method, atoms 1 to 5:
1. Ir 1.816
2. F -0.260
3. C 0.744
4. F -0.235
5. F -0.226


Entry from OMol25: a molecular structure, C31H28GeN3O4RuS2 (ωB97M-V with the def2-TZVPD basis set).

Geometry (Å):
Ru  0.61  0.56  0.09
O  0.87  2.96  3.64
C  0.90  2.07  2.62
O  -0.15  1.68  2.02
C  2.26  1.70  2.20
C  3.43  2.07  2.92
C  4.67  1.69  2.37
C  4.71  0.93  1.22
C  3.53  0.44  0.71
N  2.34  0.88  1.13
C  3.36  -0.36  -0.51
O  4.40  -0.87  -1.16
O  2.20  -0.54  -0.96
H  -0.04  3.06  3.97
H  3.38  2.72  3.79
H  5.60  1.98  2.84
H  5.67  0.68  0.80
H  5.24  -0.96  -0.65
S  -1.10  -3.60  5.54
C  -0.80  -2.56  6.91
C  -0.23  -1.39  6.58
C  0.08  -1.30  5.20
C  -0.36  -2.44  4.52
C  -0.49  -2.46  3.10
C  0.20  -1.49  2.44
N  -0.04  -1.23  1.14
C  -0.90  -2.03  0.46
C  -1.53  -3.19  1.09
C  -2.34  -4.01  0.27
C  -2.52  -3.73  -1.07
C  -1.90  -2.62  -1.66
C  -1.94  -2.43  -3.05
C  -1.19  -1.39  -3.57
C  -0.50  -0.51  -2.76
N  -0.45  -0.62  -1.43
C  -1.12  -1.72  -0.89
C  -0.98  -1.40  -5.01
C  -1.73  -2.10  -5.95
C  -1.15  -1.98  -7.25
C  0.02  -1.30  -7.22
S  0.45  -0.64  -5.70
C  -1.34  -3.36  2.45
H  -1.18  -2.88  7.87
H  0.04  -0.58  7.24
H  0.51  -0.48  4.67
H  0.90  -0.85  2.93
H  -2.94  -4.76  0.78
H  -3.13  -4.40  -1.74
H  -2.39  -3.16  -3.72
H  0.06  0.30  -3.23
H  -2.66  -2.64  -5.67
H  -1.57  -2.45  -8.12
H  0.70  -1.14  -8.04
H  -1.78  -4.18  3.05
C  -1.01  4.71  0.49
Ge  -0.98  3.34  -0.94
C  -2.51  2.18  -0.99
C  -1.13  4.34  -2.64
C  0.73  2.19  -0.86
H  -1.66  4.36  1.34
H  -1.41  5.64  -0.03
H  -0.01  4.92  0.87
H  -3.00  2.12  0.03
H  -2.25  1.17  -1.35
H  -3.31  2.59  -1.65
H  -1.90  5.14  -2.53
H  -1.49  3.66  -3.45
H  -0.21  4.80  -2.99
H  1.59  2.81  -0.52
H  0.87  2.06  -1.94

- E_LUMO (spin up / spin down) (eV) = -6.68 / -9.54
- charge = +2
- expectation value of S² = 8.849
- E_tot (a.u.) = -4630.87949
- spin multiplicity = 6

Atomic partial charges in e from the Mulliken method, atoms 1 to 5:
1. Ru 0.385
2. O -0.523
3. C 0.719
4. O -0.700
5. C 0.003


Entry from OMol25: a molecular structure, C31H28N3O6S2Se3Te2Zr (ωB97M-V with the def2-TZVPD basis set).

Geometry (Å):
Zr  -1.18  -2.28  0.40
C  0.79  -4.91  -0.88
O  0.70  -3.95  0.17
C  1.76  -3.88  1.04
C  2.84  -4.75  0.98
C  3.87  -4.63  1.89
C  3.82  -3.65  2.87
C  2.74  -2.78  2.92
C  1.70  -2.88  2.00
N  0.57  -2.00  1.99
N  0.66  -1.13  2.91
C  -0.29  -0.21  3.17
C  -1.64  -0.33  2.77
O  -2.04  -1.32  2.06
C  -2.60  0.62  3.24
C  -2.22  1.63  4.05
C  -0.87  1.79  4.48
C  -0.48  2.87  5.30
C  0.83  3.04  5.68
C  1.79  2.12  5.24
C  1.44  1.07  4.44
C  0.10  0.87  4.05
H  0.84  -5.92  -0.46
H  1.66  -4.69  -1.51
H  -0.11  -4.81  -1.47
H  2.89  -5.52  0.22
H  4.71  -5.31  1.84
H  4.62  -3.55  3.59
H  2.69  -2.02  3.68
H  -3.62  0.50  2.90
H  -2.96  2.36  4.37
H  -1.24  3.58  5.62
H  1.11  3.88  6.30
H  2.83  2.26  5.53
H  2.19  0.38  4.08
Se  -3.23  -1.14  -0.99
Se  -4.62  -2.88  -0.20
Te  -2.92  -4.73  -0.34
Se  -1.87  -4.51  1.90
C  0.00  4.79  -1.77
C  0.04  3.73  -2.83
C  -1.12  3.24  -3.41
C  -1.08  2.27  -4.40
C  0.15  1.78  -4.81
C  1.33  2.25  -4.24
C  1.27  3.22  -3.26
S  0.24  0.51  -6.03
O  1.54  0.57  -6.64
O  -0.96  0.59  -6.82
N  0.17  -0.91  -5.22
C  -1.05  -1.22  -4.47
C  -0.88  -2.55  -3.77
C  0.19  -2.44  -2.69
O  1.38  -2.44  -2.98
O  -0.27  -2.30  -1.49
H  -1.02  4.93  -1.39
H  0.36  5.75  -2.16
H  0.63  4.51  -0.93
H  -2.08  3.62  -3.07
H  -1.98  1.90  -4.87
H  2.28  1.86  -4.59
H  2.18  3.59  -2.81
H  1.03  -1.11  -4.71
H  -1.87  -1.27  -5.18
H  -1.28  -0.44  -3.73
H  -0.59  -3.32  -4.49
H  -1.83  -2.81  -3.29
Te  -0.02  0.49  -0.40
C  -0.97  2.11  0.56
C  -0.49  2.98  1.50
C  -1.39  4.05  1.80
C  -2.55  3.97  1.09
S  -2.56  2.58  0.08
H  0.49  2.87  1.95
H  -1.17  4.83  2.51
H  -3.39  4.63  1.12

- E_LUMO (eV) = 1.16
- charge = -1
- energy relative to the best compared isomer or geometry (same formula, charge and spin) (eV) = 0.0000
- E_tot (a.u.) = -10397.88052
- spin multiplicity = 1

Atomic partial charges in e from the Mulliken method, atoms 1 to 5:
1. Zr 0.279
2. C -1.322
3. O 0.463
4. C 0.290
5. C -0.726


Entry from OMol25: a molecular structure, C31H28N9O2S4Se4Yb (ωB97M-V with the def2-TZVPD basis set).

Geometry (Å):
Yb  8.87  13.31  10.65
Se  8.86  10.65  12.76
Se  6.79  10.73  13.70
Se  5.60  12.82  13.49
Se  4.73  13.37  11.46
S  9.06  19.69  15.46
N  8.29  19.42  14.04
C  8.49  18.15  13.73
C  8.07  17.50  12.55
C  7.37  18.16  11.53
C  6.83  17.46  10.50
C  7.02  16.09  10.45
N  7.81  15.41  11.36
C  8.33  16.12  12.41
C  9.15  15.42  13.37
N  9.38  14.09  13.17
C  10.05  13.43  14.08
C  10.39  13.96  15.33
C  10.14  15.29  15.60
C  9.57  16.05  14.57
C  9.25  17.43  14.72
N  9.62  18.18  15.75
H  7.25  19.21  11.62
H  6.24  17.99  9.76
H  6.52  15.49  9.69
H  10.30  12.39  13.93
H  10.83  13.35  16.08
H  10.41  15.74  16.55
N  6.63  9.70  8.94
C  7.18  10.31  10.00
N  7.60  11.50  9.62
C  7.30  11.57  8.28
N  6.64  10.49  7.83
C  7.52  12.69  7.43
C  7.25  12.57  6.05
N  7.34  13.57  5.19
C  7.81  14.73  5.67
C  8.21  14.82  7.00
N  8.03  13.84  7.91
H  6.18  8.75  8.90
H  7.33  9.89  10.98
H  6.85  11.65  5.65
H  7.85  15.61  5.07
H  8.67  15.69  7.41
C  11.86  7.26  9.59
C  10.92  7.83  8.50
S  10.89  9.61  8.40
C  12.62  10.05  8.01
C  13.36  10.71  9.16
S  12.57  10.29  10.76
C  13.78  9.05  11.31
C  12.99  7.88  11.96
S  11.41  7.87  11.21
H  12.91  7.41  9.32
H  11.66  6.14  9.63
H  9.89  7.54  8.81
H  11.18  7.36  7.52
H  12.41  10.78  7.17
H  13.19  9.24  7.51
H  13.15  11.78  9.07
H  14.46  10.61  9.20
H  14.42  9.54  12.04
H  14.36  8.74  10.43
H  12.87  8.14  13.03
H  13.49  6.92  11.93
O  10.57  14.60  10.72
C  11.16  14.04  9.73
O  10.76  12.93  9.25
C  12.40  14.76  9.18
C  12.97  15.74  9.97
C  14.01  16.47  9.45
C  14.53  16.23  8.16
C  13.97  15.23  7.41
C  12.90  14.48  7.92
H  12.61  15.99  10.93
H  14.42  17.23  10.05
H  15.32  16.85  7.74
H  14.36  14.96  6.41
H  12.52  13.63  7.32

- E_LUMO (spin up / spin down) (eV) = -1.05 / -1.06
- expectation value of S² = 0.751
- energy relative to the best compared isomer or geometry (same formula, charge and spin) (eV) = 0.0000
- E_tot (a.u.) = -14198.70786
- spin multiplicity = 2

Atomic partial charges in e from the Mulliken method, atoms 1 to 5:
1. Yb 0.850
2. Se -0.452
3. Se -0.256
4. Se -0.190
5. Se -0.600